ORCA calculation (wB97M-V/def2-TZVPD) on 3 unconnected molecules or ions with the total composition C2H8N2O4.

Element x y z (Å)
O: 2.54 -0.84 0.42
C: 2.27 0.27 -0.01
N: 0.98 0.72 -0.10
C: -0.06 -0.13 0.17
N: 0.15 -1.11 1.14
O: -1.17 -0.06 -0.33
H: 3.05 0.94 -0.36
H: 0.79 1.58 -0.62
H: 1.06 -1.31 1.55
H: -0.61 -1.80 1.24
H: -2.83 -1.69 1.75
H: -2.13 -1.56 0.37
O: -2.36 -2.19 1.07
H: -0.23 2.59 -2.78
H: -1.16 2.06 -1.69
O: -0.31 2.52 -1.82

As for the charge: +1. Its energy above the lowest of the compared OMol25 structures with the same formula, charge and spin is 0.00 kcal per mole. For the LUMO energy (spin up / spin down), the calculation gives -4.468 / -9.614 eV. Its spin multiplicity is 2. For the orbital gap (spin up / spin down), the calculation gives 11.461 / 6.183 eV. The energy is -491.16877 hartree. The calculation puts the highest occupied orbital energy (spin up / spin down) at -15.9 / -15.8 eV. As for the expectation value of S²: 0.77.